C3H9ClNOP | the ωB97M-V functional and the def2-TZVPD basis

Output
total charge = 0
ΔE to the lowest compared entry with this formula, charge and spin = 12.11 kcal/mol
orbital gap = 8.9 eV
max |F| = 1.43 eV/A
LUMO = -0.06 eV
HOMO energy = -8.9761 eV

Last column: Mulliken charge in e.
Geometry (Å):
C -2.50156 0.10330 1.23801  -0.77
C -2.59523 -0.12605 -1.13913  -0.15
C 4.03302 -0.12464 0.05292  -0.71
N -1.95367 -0.09120 -0.06202  0.06
O 0.20325 -0.70283 -1.57920  -0.53
P 0.02139 -0.38879 -0.16659  0.24
Cl 0.23834 1.69576 -0.02263  -0.28
H -2.59412 -0.87229 1.72269  0.30
H -1.79124 0.69901 1.81240  0.26
H -3.47730 0.59189 1.20239  0.35
H -3.66832 0.01122 -1.20660  0.26
H 4.02334 0.85840 -0.40441  0.23
H -2.02467 -0.30385 -2.04535  0.24
H 4.57522 -0.08651 0.98698  0.28
H 3.00793 -0.43711 0.23620  -0.01
H 4.50362 -0.82630 -0.62566  0.25